Entry from the OMol25 dataset: 2 unconnected molecules or ions with the total composition CH6NS (ωB97M-V with the def2-TZVPD basis set).

XYZ file:
```
9
Properties=species:S:1:pos:R:3:forces:R:3
S -3.02955 -0.75802 -0.56384 0.1 0.1 -0.1
H -3.22396 -2.07157 -0.36057 0.0 0.0 0.0
C 1.24914 0.84903 0.09039 -0.2 -0.1 0.4
N 0.47545 -0.30726 0.59981 -0.1 0.4 -0.9
H 1.99254 1.16400 0.82316 0.2 0.0 0.1
H 0.58349 1.70112 -0.05572 0.0 0.0 -0.1
H 1.76797 0.66420 -0.84885 0.0 0.0 -0.2
H -0.49207 -0.13516 0.31090 -0.2 -0.2 0.4
H 0.67700 -1.10634 0.00472 0.2 -0.1 0.2
```
Positions in Å, forces in eV/Å.

Summary:
ΔE to the lowest compared entry with this formula, charge and spin: 3.6 kcal/mol
Kohn-Sham gap: 6.648 eV
HOMO energy: -2.6 eV
LUMO energy: 4.068 eV
max |F|: 0.99 eV/Å
total charge: -1

Results of the Löwdin charge analysis, in e, for atoms 1 through 8: S -0.337; H -0.498; C -0.218; N -0.080; H 0.041; H 0.060; H 0.050; H -0.056

***

Entry from the OMol25 dataset: 2 unconnected molecules or ions with the total composition CH6NS in a non-equilibrium geometry (ωB97M-V with the def2-TZVPD basis set).

XYZ file:
```
9
Properties=species:S:1:pos:R:3:forces:R:3
N 2.14706 -2.11571 0.03986 2.3 -4.2 3.9
H 1.40611 -2.83484 0.28327 1.2 1.4 -0.4
H 1.73338 -1.29935 -0.20300 -1.7 3.0 -0.7
H 2.72981 -1.97003 0.97940 -1.8 -0.3 -2.8
C -1.80942 1.12373 0.48716 1.0 0.4 1.0
S -0.23499 0.66797 -0.39504 -1.1 0.2 0.7
H -2.59440 0.42981 0.13206 0.2 0.8 -0.3
H -1.74656 0.77619 1.61733 0.2 1.2 -2.1
H -1.94142 2.27829 0.30960 -0.3 -2.6 0.7
```
Positions in Å, forces in eV/Å.

Summary:
ΔE to the lowest compared entry with this formula, charge and spin: 17.7 kcal/mol
Kohn-Sham gap (spin up / spin down): 10.340 / 7.001 eV
HOMO energy (spin up / spin down): -9.4 / -9.1 eV
multiplicity: 2
LUMO energy (spin up / spin down): 0.910 / -2.056 eV
max |F|: 6.21 eV/Å
<S²>: 0.75

Results of the Löwdin charge analysis, in e, for atoms 1 through 8: N -0.018; H 0.029; H -0.153; H 0.069; C -0.551; S 0.507; H 0.008; H 0.062

***

Question: What is the ΔE to the lowest compared entry with this formula, charge and spin in the second record?
Answer: 17.7 kcal/mol

***

Question: Which formula does entry 1 have?
Answer: CH6NS